# 1
A single C2H2ClP molecule. Source: OMol25; level of theory: ωB97M-V with the def2-TZVPD basis set.

Last column: Löwdin charge in e.
CARTESIAN COORDINATES (ANGSTROEM)
C1 -0.573 0.367 0.575  -0.45
C2 0.386 -0.328 -0.250  -0.96
P1 0.975 0.660 1.124  0.95
Cl1 0.358 0.427 -1.975  0.38
H1 -1.585 0.273 0.861  0.04
H2 0.439 -1.400 -0.334  0.04

- M: 92.46 g mol⁻¹
- Net charge: 0
- Largest force on an atom: 2.5 eV/Å
- E_HOMO: -9.698 eV
- LUMO energy: -0.5 eV
- SMILES: Cl[C@@H]1C=P1
- Energy relative to the best compared isomer or geometry (same formula, charge and spin): 26.1 kcal per mole
- Energy: -23915.1975 eV
- Frontier orbital gap: 9.20 eV

***

# 2
A molecular structure, C2H2CoFO2. Source: OMol25; level of theory: ωB97M-V with the def2-TZVPD basis set.

Last column: Löwdin charge in e.
CARTESIAN COORDINATES (ANGSTROEM)
O1 1.330 -0.373 -0.488  -0.18
C1 0.165 -0.794 -0.120  -0.06
C2 -0.827 0.257 0.012  -0.40
O2 -0.526 1.454 -0.066  0.05
H1 -0.049 -1.856 0.028  0.16
F1 -2.084 -0.093 0.120  0.21
Co1 1.419 1.624 -0.275  0.94
H2 2.580 0.091 0.016  0.27

- M: 135.97 g mol⁻¹
- Net charge: +1
- Largest force on an atom: 1.9 eV/Å
- E_HOMO (alpha / beta): -13.985 / -14.693 eV
- LUMO energy (alpha / beta): -6.9 / -6.8 eV
- Multiplicity: 4
- Energy: -46533.7454 eV
- Frontier orbital gap (alpha / beta): 7.11 / 7.85 eV